{
  "formula": "C3O3Pb",
  "method": "ωB97M-V/def2-TZVPD",
  "species": ["C", "C", "O", "O", "O", "C", "Pb"],
  "coordinates": [[-2.22921, -0.21464, -0.26895], [-1.07349, 0.12257, 0.17339], [-2.95977, -1.15753, -0.58788], [2.59055, -0.03397, -0.16701], [-0.50796, 0.79350, 1.24656], [3.44640, -0.77734, -0.16627], [0.73347, 1.26741, -0.22984]],
  "forces_ev_per_a": [[-2.6, -5.0, -0.7], [2.0, 1.2, 0.9], [1.0, 3.4, 0.3], [2.1, -2.1, 0.3], [-2.4, -0.9, 2.1], [0.0, 0.1, 0.0], [-0.2, 3.3, -2.9]],
  "mulliken_charge": [0.3967, -0.2945, -0.5015, -0.0176, -0.5210, 0.0614, 0.8765],
  "orbital_gap_ev": 6.8,
  "largest_force_ev_per_a": 5.64
}

---

{
  "formula": "CH8N3O2P",
  "method": "ωB97M-V/def2-TZVPD",
  "species": ["C", "N", "N", "N", "O", "O", "P", "H", "H", "H", "H", "H", "H", "H", "H"],
  "coordinates": [[1.72879, 0.12834, -0.00343], [-1.21396, -0.60985, -1.49687], [-2.38213, 0.86134, 0.25519], [0.84356, 0.70161, 0.90765], [-2.03368, -1.64114, 0.77811], [1.62084, -1.42058, 0.14475], [-1.40894, -0.46566, 0.17316], [2.80070, 0.38390, 0.14070], [1.40328, 0.30964, -1.00829], [-1.24362, -1.65393, -1.66510], [-0.36508, -0.12723, -1.90079], [-2.60100, 1.03977, 1.20123], [-1.82248, 1.61079, -0.12421], [0.88276, 0.29107, 1.90548], [0.79628, -1.60593, 0.50841]],
  "forces_ev_per_a": [[-0.4, -3.6, 1.4], [1.5, -0.9, 0.3], [0.8, -0.1, -0.6], [-3.1, -0.8, 1.3], [0.8, -0.4, 0.6], [3.6, 2.1, -1.8], [0.5, 1.2, -1.2], [-0.6, -0.3, 0.0], [0.2, 0.4, -0.6], [0.4, 1.6, -0.2], [-1.3, -1.1, 0.5], [-0.5, 0.6, 1.3], [-0.2, 0.7, 0.0], [0.4, 0.6, -2.2], [-2.2, -0.2, 1.1]],
  "mulliken_charge": [-0.0866, -0.5027, -0.5264, -0.5918, -0.5519, -0.5704, 0.6755, 0.2653, 0.1394, 0.3110, 0.3065, 0.2704, 0.2950, 0.2645, 0.3022],
  "orbital_gap_ev": [8.1, 8.1],
  "largest_force_ev_per_a": 4.55,
  "e_above_lowest_ev": 3.805
}